Record 1
{
  "formula": "C3H11ClN2Si",
  "method": "ωB97M-V/def2-TZVPD",
  "species": ["C", "C", "C", "N", "N", "Si", "Cl", "H", "H", "H", "H", "H", "H", "H", "H", "H", "H", "H"],
  "positions_angstrom": [[1.07290, -2.73806, 1.36318], [-0.38659, 1.96965, 0.71608], [0.10706, 1.78739, -2.39935], [0.02691, -2.01103, 1.68491], [-1.18429, -2.01014, 1.41148], [-0.50869, 0.90411, -0.85427], [1.08997, -0.32511, -0.31937], [2.08442, -2.44781, 1.32444], [0.90616, -3.37808, 0.53981], [-1.75069, 0.19324, -0.93497], [-0.99117, 1.62563, 1.52755], [0.69573, 1.77798, 0.89639], [-0.51618, 3.05237, 0.46425], [-0.45130, 1.40508, -3.23886], [-0.06689, 2.85708, -2.71333], [1.08822, 1.49531, -2.68467], [0.32902, -1.42339, 2.45127], [-1.54459, -2.73422, 0.76546]],
  "forces_ev_per_angstrom": [[-1.094, -1.284, -1.469], [0.951, 0.745, -1.793], [-1.511, 0.908, -1.173], [3.507, -1.152, 1.373], [-3.396, 0.448, -0.116], [1.425, 1.660, 1.128], [0.107, -0.265, -1.128], [0.787, 1.035, 1.260], [-0.500, -1.034, -0.716], [-0.549, -0.522, -0.405], [-0.346, -0.055, 0.527], [-0.805, 0.573, 0.427], [-0.107, -0.832, 0.520], [-0.577, -0.910, -0.411], [0.411, -0.632, 1.431], [1.133, -0.030, 0.255], [-0.723, 1.071, 0.061], [1.286, 0.278, 0.230]],
  "homo_ev": -7.841,
  "lumo_energy_ev": 0.9,
  "gap_ev": 8.73,
  "spin_multiplicity": 1,
  "e_above_lowest_kcal_mol": 112.0
}

Record 2
{
  "formula": "C3H11IN3",
  "method": "ωB97M-V/def2-TZVPD",
  "species": ["C", "C", "C", "N", "N", "N", "I", "H", "H", "H", "H", "H", "H", "H", "H", "H", "H", "H"],
  "positions_angstrom": [[-0.71734, 2.90657, -0.46179], [0.39401, -2.39866, 0.44194], [-0.94228, 0.79742, 0.50370], [0.20077, -2.30480, -0.83433], [1.56765, -2.60887, 0.97362], [-0.04380, 1.71599, -0.08341], [-2.57112, -0.27815, -0.59292], [-1.45600, 2.77059, -1.27278], [-1.21981, 3.51329, 0.28567], [-0.13700, 3.49148, -1.05668], [-0.40314, 0.24822, 1.25591], [-1.51930, 1.36707, 1.19824], [-0.82785, -2.09264, -0.99544], [1.00249, -2.48412, -1.41493], [1.56100, -2.93716, 1.94971], [2.41290, -2.41168, 0.47420], [0.62018, 1.18127, -0.61220], [-0.42048, -2.40901, 1.04462]],
  "forces_ev_per_angstrom": [[-1.601, -0.254, -1.954], [2.409, -0.785, -1.682], [0.685, 1.422, 1.648], [-1.568, 0.440, 1.060], [-0.372, -0.206, 1.673], [-1.616, -1.949, 1.318], [0.577, 0.044, 0.091], [-0.626, -0.776, 0.502], [0.453, -0.451, 0.636], [2.526, 2.146, -0.909], [0.224, -1.694, -0.430], [-1.092, 0.466, 0.058], [1.490, -0.041, -1.227], [-0.503, 0.208, -0.977], [0.607, 0.558, -0.807], [0.460, -0.316, 0.038], [0.396, 1.084, -0.912], [-2.448, 0.103, 1.872]],
  "total_charge": 1,
  "homo_ev": -12.365,
  "lumo_energy_ev": -3.6,
  "gap_ev": 8.79,
  "spin_multiplicity": 1,
  "e_above_lowest_kcal_mol": 49.2
}

Record 3
{
  "formula": "C3H11InN",
  "method": "ωB97M-V/def2-TZVPD",
  "species": ["N", "C", "C", "C", "In", "H", "H", "H", "H", "H", "H", "H", "H", "H", "H", "H"],
  "positions_angstrom": [[1.93400, -1.08302, 0.24819], [1.28746, -0.12356, -0.72627], [0.59816, 1.12917, 0.10636], [-1.03511, 1.25528, -0.19852], [-1.89256, -0.80903, 0.33028], [1.47663, -2.02110, 0.26257], [2.04086, -0.68526, 1.20681], [0.52889, -0.65052, -1.48113], [2.16741, 0.27921, -1.42536], [0.68307, 1.01840, 1.28064], [1.14792, 2.15279, -0.15179], [-1.22711, 1.57119, -1.30968], [-1.51135, 2.05382, 0.52232], [-2.13920, -0.88808, 2.10788], [-3.37106, -1.08920, -0.64767], [-0.68802, -2.11010, -0.12464]],
  "forces_ev_per_angstrom": [[-0.377, -0.223, -0.422], [0.623, 0.906, -0.078], [-0.888, 0.949, -0.439], [1.074, 0.585, 0.171], [0.067, 0.100, -0.254], [0.207, 1.479, 0.214], [-0.573, -0.586, -1.369], [1.475, 1.040, 2.086], [-1.850, -0.529, 1.426], [0.095, -0.150, -2.368], [-0.928, -2.071, 0.407], [0.416, -0.475, 1.996], [0.979, -1.314, -1.445], [-0.012, 0.061, -0.207], [0.065, 0.035, 0.181], [-0.371, 0.192, 0.102]],
  "total_charge": -1,
  "homo_ev": -4.205,
  "lumo_energy_ev": 3.5,
  "gap_ev": 7.72,
  "spin_multiplicity": 1,
  "e_above_lowest_kcal_mol": 38.2
}

Record 4
{
  "formula": "C3H11N",
  "method": "ωB97M-V/def2-TZVPD",
  "species": ["C", "C", "H", "H", "H", "H", "H", "H", "C", "N", "H", "H", "H", "H", "H"],
  "positions_angstrom": [[0.83065, -1.53710, -1.19577], [1.93776, -1.04217, -0.21414], [1.11594, -1.18710, -2.20971], [-0.11618, -1.10344, -0.86464], [0.66665, -2.65127, -1.19390], [2.66159, -1.86206, -0.12391], [2.33249, -0.11796, -0.63195], [1.56941, -0.94198, 0.86941], [-2.07313, 1.23066, 0.61245], [-0.98244, 1.98781, 1.29170], [-2.60632, 1.60745, -0.26821], [-2.80711, 1.15201, 1.40649], [-1.62515, 0.31595, 0.28481], [-0.67242, 2.81322, 0.80832], [-0.23173, 1.33598, 1.42905]],
  "forces_ev_per_angstrom": [[0.116, -0.243, 0.468], [-1.036, -1.392, 0.968], [-0.542, -0.408, 0.505], [-0.054, 0.089, -0.543], [0.412, 1.092, -0.024], [0.434, 0.649, -0.263], [0.348, -0.065, 0.547], [0.312, 0.284, -1.655], [0.213, 0.700, 0.828], [-0.696, 0.170, -0.568], [0.600, 0.739, 0.182], [-0.468, -0.867, -0.262], [-0.356, -0.993, 0.041], [0.223, -0.025, -0.193], [0.494, 0.269, -0.032]],
  "homo_ev": -9.162,
  "lumo_energy_ev": 1.0,
  "gap_ev": 10.20,
  "spin_multiplicity": 1,
  "e_above_lowest_kcal_mol": 21.8
}

Record 5
{
  "formula": "C3H11N",
  "method": "ωB97M-V/def2-TZVPD",
  "species": ["C", "C", "C", "H", "H", "H", "H", "H", "H", "H", "H", "N", "H", "H", "H"],
  "positions_angstrom": [[1.37845, 1.82979, 0.16793], [1.64485, 0.80758, -0.96267], [0.62751, -0.32275, -0.93577], [2.24103, 1.97240, 0.82232], [1.07851, 2.80916, -0.19026], [0.53501, 1.52879, 0.78541], [1.63971, 1.32259, -1.91955], [2.61893, 0.35030, -0.75527], [0.75805, -0.97946, -1.80256], [-0.35148, 0.12068, -1.11179], [0.63100, -0.88301, -0.01025], [-3.46790, -2.11044, 1.40306], [-3.07819, -1.27732, 1.82847], [-2.85083, -2.29183, 0.61754], [-3.40466, -2.87649, 2.06341]],
  "forces_ev_per_angstrom": [[-0.122, 0.051, 0.028], [0.226, -0.099, 1.246], [-0.394, 0.494, -1.279], [-0.069, -0.028, -0.070], [0.158, 0.193, -0.299], [0.011, -0.285, 0.197], [0.191, -0.199, -0.149], [0.076, 0.281, -0.487], [0.212, -0.224, 0.312], [-0.329, -0.083, 0.347], [0.032, -0.105, 0.160], [0.140, 0.286, -0.261], [-0.144, -0.063, 0.265], [-0.135, -0.304, 0.070], [0.148, 0.085, -0.080]],
  "homo_ev": -10.142,
  "lumo_energy_ev": 1.0,
  "gap_ev": 11.09,
  "spin_multiplicity": 1,
  "e_above_lowest_kcal_mol": 2.8
}

Record 6
{
  "formula": "C3H11N2",
  "method": "ωB97M-V/def2-TZVPD",
  "species": ["C", "N", "H", "H", "H", "H", "H", "H", "C", "C", "N", "H", "H", "H", "H", "H"],
  "positions_angstrom": [[-1.25956, 0.48995, 1.85324], [0.09288, 0.92805, 1.40599], [-1.78026, 0.12942, 0.98233], [-1.19339, -0.26590, 2.64107], [-1.83243, 1.28063, 2.31851], [-0.03294, 1.91218, 1.20243], [0.21703, 0.17132, 0.23827], [0.77176, 0.79979, 2.14152], [0.84179, 0.35545, -1.85085], [0.15115, -1.70459, -0.90795], [0.10561, -0.33999, -0.79281], [0.86286, 1.42127, -1.60982], [0.34848, 0.17852, -2.79793], [1.88647, 0.01529, -1.85094], [-0.46167, -2.36262, -0.31769], [0.98879, -2.19328, -1.41273]],
  "forces_ev_per_angstrom": [[0.459, -0.198, 0.687], [-1.212, 0.757, 1.613], [-0.282, -0.332, -0.191], [0.130, -0.219, -0.467], [-0.093, 0.457, -0.090], [0.695, 0.080, -0.079], [-0.151, -1.162, -2.386], [0.125, 0.254, 0.082], [-0.028, -0.174, 1.361], [0.450, -0.338, -0.086], [0.258, 0.351, 0.392], [-0.105, 0.054, -0.236], [0.152, 0.086, -0.350], [0.008, -0.028, -0.443], [-0.247, 0.197, 0.385], [-0.159, 0.215, -0.192]],
  "homo_ev": [-5.354, -8.476],
  "lumo_energy_ev": [0.8, 0.8],
  "gap_ev": [6.13, 9.23],
  "spin_multiplicity": 2,
  "e_above_lowest_kcal_mol": 22.5
}

Record 7
{
  "formula": "C3H11N2",
  "method": "ωB97M-V/def2-TZVPD",
  "species": ["C", "C", "H", "H", "H", "H", "H", "H", "N", "C", "N", "H", "H", "H", "H", "H"],
  "positions_angstrom": [[-0.32922, -2.24815, -0.99570], [-1.72996, -1.67559, -0.72059], [0.05484, -2.52901, -0.02543], [-0.38916, -3.02234, -1.75141], [0.29946, -1.42067, -1.34337], [-1.64763, -0.72638, -0.17518], [-2.24719, -2.29504, 0.01206], [-2.38362, -1.51697, -1.57509], [0.88209, 3.07092, 1.02118], [0.78884, 1.89293, 0.45999], [1.40048, 0.82459, 0.91900], [1.58324, 3.24646, 1.72620], [0.35946, 3.86383, 0.67855], [0.13221, 1.75552, -0.36528], [1.33489, 0.00120, 0.33570], [1.89129, 0.77870, 1.79936]],
  "forces_ev_per_angstrom": [[-0.958, 1.400, 0.031], [-0.029, 0.204, 0.879], [0.384, -0.744, -0.032], [0.452, -0.283, 0.238], [0.170, -0.268, -0.399], [0.019, 0.134, -0.250], [-0.194, -0.280, -0.297], [0.204, -0.090, -0.133], [0.122, -0.011, -0.199], [0.432, -0.059, 1.320], [-0.408, 0.128, -0.805], [-0.122, 0.089, 0.147], [0.012, -0.088, -0.053], [-0.326, 0.055, -0.717], [0.070, -0.243, 0.362], [0.174, 0.055, -0.091]],
  "total_charge": 1,
  "homo_ev": -14.865,
  "lumo_energy_ev": -4.1,
  "gap_ev": 10.81,
  "spin_multiplicity": 1,
  "e_above_lowest_kcal_mol": 10.0
}

Record 8
{
  "formula": "C3H11N2",
  "method": "ωB97M-V/def2-TZVPD",
  "species": ["C", "N", "H", "H", "H", "H", "C", "N", "C", "H", "H", "H", "H", "H", "H", "H"],
  "positions_angstrom": [[-2.03184, 1.63673, -0.49530], [-0.83760, 1.99259, -0.15931], [-2.44020, 2.16287, -1.41056], [-2.85765, 1.13036, 0.12116], [0.49033, 0.62713, 0.33093], [-0.54099, 2.69981, -0.88317], [2.12237, -0.85116, 0.57596], [0.63087, -0.40247, 0.51189], [-0.38262, -1.20784, -0.30714], [2.46738, -1.58468, -0.25131], [2.12384, -1.38103, 1.51801], [2.80160, -0.08449, 0.56736], [0.30665, -0.42413, 1.49722], [-1.33908, -0.76358, -0.33154], [-0.16485, -1.37228, -1.43336], [-0.34820, -2.17782, 0.14916]],
  "forces_ev_per_angstrom": [[-0.977, 2.356, -0.461], [-1.036, -0.237, -0.846], [0.009, -0.954, 0.888], [1.960, 0.036, -0.615], [0.122, -0.532, -0.462], [0.078, -1.077, 0.936], [-2.049, -3.424, -1.079], [0.028, 0.918, -0.205], [2.114, -0.876, -1.690], [-1.262, 1.247, 1.175], [0.640, -0.186, 0.082], [1.121, 2.319, 0.117], [0.089, -0.300, -0.703], [-0.889, 0.550, 0.752], [0.538, 0.679, 1.987], [-0.487, -0.519, 0.126]],
  "total_charge": 1,
  "homo_ev": -14.685,
  "lumo_energy_ev": -3.1,
  "gap_ev": 11.61,
  "spin_multiplicity": 1,
  "e_above_lowest_kcal_mol": 52.6
}

Record 9
{
  "formula": "C3H11N2",
  "method": "ωB97M-V/def2-TZVPD",
  "species": ["C", "C", "C", "N", "N", "H", "H", "H", "H", "H", "H", "H", "H", "H", "H", "H"],
  "positions_angstrom": [[0.49574, 1.32093, -0.35286], [-1.54486, 0.05332, 0.48994], [0.11984, -0.02695, 0.24733], [0.80471, -0.19248, 1.34716], [0.39685, -1.14380, -1.19984], [1.58709, 1.56679, -0.42035], [0.01510, 1.45926, -1.31168], [0.20636, 2.11009, 0.39006], [-2.06803, -0.97461, 0.60801], [-2.15744, 0.64648, -0.22389], [-1.65828, 0.32481, 1.56199], [0.71909, -1.05374, 1.83692], [1.74378, 0.26235, 1.33242], [1.26867, -0.94952, -1.78930], [-0.42757, -1.28876, -1.83397], [0.49896, -2.11417, -0.68195]],
  "forces_ev_per_angstrom": [[0.666, 1.069, 0.606], [0.612, -3.000, 0.835], [-4.372, 3.662, -2.341], [2.885, -0.838, 0.761], [0.436, -2.522, 1.100], [-0.591, -0.913, -0.298], [-0.046, 0.355, -0.085], [-0.419, -0.692, -0.812], [1.084, 1.188, -0.857], [0.968, -0.217, 0.506], [0.269, 0.792, -0.933], [0.027, -0.408, 0.869], [-1.010, -0.962, 0.389], [-1.513, -0.362, 1.176], [0.914, 0.536, 0.727], [0.089, 2.312, -1.645]],
  "total_charge": 1,
  "homo_ev": -15.260,
  "lumo_energy_ev": -3.5,
  "gap_ev": 11.77,
  "spin_multiplicity": 1,
  "e_above_lowest_kcal_mol": 37.7
}

Record 10
{
  "formula": "C3H11N2",
  "method": "ωB97M-V/def2-TZVPD",
  "species": ["C", "N", "H", "H", "H", "H", "C", "N", "C", "H", "H", "H", "H", "H", "H", "H"],
  "positions_angstrom": [[-0.29331, 2.63114, 0.59988], [-0.53167, 1.58951, -0.09914], [0.69532, 2.67936, 1.12819], [-0.93446, 3.36843, 1.11132], [-0.97995, -1.91192, 0.07030], [-0.37855, 1.67295, -1.10035], [0.31971, -1.26209, -1.39085], [-0.34017, -1.12614, -0.07464], [0.71707, -1.46455, 1.01458], [1.06360, -0.46033, -1.56571], [-0.49536, -1.19872, -2.12046], [0.99200, -2.13746, -1.31015], [-0.88805, -0.25443, 0.03432], [1.00693, -2.54022, 1.11622], [1.62837, -0.89675, 0.88665], [0.28896, -1.17391, 1.99469]],
  "forces_ev_per_angstrom": [[1.454, -1.276, 2.612], [-0.348, 1.996, -1.068], [-0.013, 0.438, -0.641], [-0.868, -0.135, -0.887], [-0.292, 0.248, -0.528], [-0.225, -0.818, -0.049], [0.609, 0.547, -0.260], [1.520, -2.234, 1.528], [-0.730, 0.712, 1.489], [-0.835, 0.054, 0.360], [0.726, -0.619, -0.311], [-1.085, -0.071, -0.677], [0.764, 0.213, 0.292], [-0.796, 0.750, -0.853], [-0.057, 0.312, -0.417], [0.176, -0.118, -0.590]],
  "total_charge": 1,
  "homo_ev": -12.544,
  "lumo_energy_ev": -4.3,
  "gap_ev": 8.28,
  "spin_multiplicity": 1,
  "e_above_lowest_kcal_mol": 89.5
}

Record 11
{
  "formula": "C3H11N2",
  "method": "ωB97M-V/def2-TZVPD",
  "species": ["C", "N", "H", "H", "H", "H", "C", "N", "C", "H", "H", "H", "H", "H", "H", "H"],
  "positions_angstrom": [[0.93637, 1.33005, -2.33982], [0.46518, 1.36199, -1.11393], [1.92448, 1.15210, -2.64366], [0.16884, 1.24959, -3.10730], [-0.32350, 0.72158, 0.37029], [1.02738, 2.06731, -0.62660], [-1.41678, -1.13539, 0.30683], [-0.58008, -0.11555, 1.01675], [0.78288, -0.69837, 1.42824], [-1.18219, -1.26724, -0.72088], [-1.59569, -2.00467, 0.86814], [-2.42844, -0.65136, 0.09590], [-1.00200, 0.30776, 1.98912], [1.15672, -1.28956, 0.57402], [0.71746, -1.19333, 2.39534], [1.34938, 0.16510, 1.50756]],
  "forces_ev_per_angstrom": [[-3.460, -1.280, 1.852], [0.507, 2.307, -2.233], [1.832, 1.197, -0.157], [0.166, -0.830, -0.264], [-0.966, -1.403, 0.386], [1.187, -1.249, 0.921], [-3.048, 3.195, -0.330], [0.470, 0.909, 2.275], [-1.502, -0.453, -1.004], [1.507, -0.427, -0.559], [0.268, -1.097, 0.705], [0.961, -0.511, 0.909], [0.715, -1.438, -3.305], [-0.224, 0.011, 0.742], [-0.053, -0.314, -0.367], [1.640, 1.381, 0.430]],
  "total_charge": 1,
  "homo_ev": -13.980,
  "lumo_energy_ev": -3.7,
  "gap_ev": 10.27,
  "spin_multiplicity": 1,
  "e_above_lowest_kcal_mol": 67.5
}

Record 12
{
  "formula": "C3H11N2",
  "method": "ωB97M-V/def2-TZVPD",
  "species": ["C", "N", "H", "H", "H", "H", "C", "C", "N", "H", "H", "H", "H", "H", "H", "H"],
  "positions_angstrom": [[-2.48226, -0.45409, 0.60346], [-2.17898, 0.12246, -0.43162], [-1.79406, -1.02619, 1.24072], [-3.47250, -0.23606, 1.06823], [-2.86863, 0.58673, -1.05604], [0.87869, 0.58067, -1.54345], [2.02326, -1.07269, 0.06452], [1.40736, 0.22077, 0.56379], [0.80913, 1.03452, -0.61889], [1.24687, -1.57981, -0.51744], [2.21859, -1.80362, 0.84657], [2.93081, -0.83161, -0.47940], [2.10004, 0.95898, 0.95602], [0.56415, 0.07012, 1.23289], [1.34714, 1.89438, -0.74440], [-0.22155, 1.11531, -0.60977]],
  "forces_ev_per_angstrom": [[0.642, -0.133, 1.336], [-1.952, 0.241, -0.185], [-0.021, -0.373, -0.196], [-0.152, -0.048, -0.159], [0.751, 0.053, -0.684], [0.814, -0.399, 0.310], [-0.741, 0.259, 0.070], [-0.232, 0.309, -0.406], [-0.305, -1.011, -1.361], [0.383, -0.021, -0.525], [0.317, 0.415, 0.339], [0.013, -0.448, -0.276], [0.129, -0.418, 0.586], [0.203, 0.068, 0.274], [-0.705, 0.476, 0.171], [0.855, 1.030, 0.706]],
  "total_charge": 2,
  "homo_ev": [-20.845, -20.843],
  "lumo_energy_ev": [-10.1, -14.3],
  "gap_ev": [10.75, 6.57],
  "spin_multiplicity": 2,
  "e_above_lowest_kcal_mol": 56.9
}